Density functional theory data (the ωB97M-V functional and the def2-TZVPD basis) for a 8-piece molecular cluster, C18H34BCl14N3O3P overall at a distorted geometry.

Positions of all 74 atoms, in Å:
C (-3.163, 0.424, 3.554)
C (-2.784, 1.902, 3.147)
P (-1.344, 1.975, 1.923)
C (-1.750, 3.395, 0.781)
N (0.176, 2.362, 2.849)
N (-0.032, 2.905, 4.044)
C (1.139, 3.142, 4.638)
N (1.024, 3.692, 5.964)
C (2.487, 2.934, 4.149)
C (2.610, 2.347, 2.846)
C (3.952, 2.056, 2.173)
C (4.393, 0.551, 2.193)
O (5.442, 0.332, 1.220)
C (4.918, 0.141, -0.042)
O (4.449, 1.005, -0.716)
C (1.313, 2.059, 2.245)
B (1.298, 1.339, 0.783)
C (0.934, 2.055, -0.593)
O (1.611, -0.033, 0.785)
H (-2.411, -0.298, 3.154)
H (-4.170, 0.225, 3.122)
H (-3.259, 0.293, 4.656)
H (-3.673, 2.337, 2.589)
H (-2.633, 2.564, 4.028)
H (-0.832, 3.878, 0.371)
H (-2.365, 4.180, 1.288)
H (-2.309, 3.021, -0.104)
H (1.809, 3.278, 6.475)
H (0.183, 3.268, 6.367)
H (3.350, 3.223, 4.772)
H (3.945, 2.524, 1.153)
H (4.728, 2.616, 2.752)
H (4.882, 0.366, 3.180)
H (3.557, -0.176, 2.100)
H (4.978, -0.886, -0.491)
H (-0.146, 1.833, -0.789)
H (1.491, 1.524, -1.400)
H (1.110, 3.152, -0.612)
H (0.844, -0.544, 0.449)
C (-0.090, -0.382, -3.572)
Cl (-1.185, -0.241, -2.186)
Cl (-0.500, 0.779, -4.838)
H (0.926, -0.193, -3.236)
H (-0.165, -1.387, -3.976)
C (-6.019, 2.051, 0.049)
Cl (-6.979, 3.095, 1.097)
Cl (-4.348, 1.919, 0.633)
H (-6.464, 1.060, 0.032)
H (-6.008, 2.469, -0.953)
C (1.983, -4.099, -4.841)
Cl (0.887, -3.976, -3.456)
Cl (1.572, -2.920, -6.091)
H (2.999, -3.915, -4.502)
H (1.909, -5.098, -5.261)
C (5.300, 4.726, -0.242)
Cl (4.229, 4.876, 1.163)
Cl (4.913, 5.927, -1.475)
H (6.326, 4.872, 0.083)
H (5.184, 3.732, -0.668)
C (-1.058, -3.499, 0.402)
Cl (-1.357, -1.772, 0.648)
Cl (0.344, -3.754, -0.645)
H (-0.871, -3.967, 1.365)
H (-1.932, -3.944, -0.062)
C (-1.974, -6.226, -2.667)
Cl (-3.068, -6.112, -1.279)
Cl (-2.387, -5.046, -3.912)
H (-0.958, -6.040, -2.330)
H (-2.048, -7.223, -3.091)
C (-5.116, -7.365, -6.298)
Cl (-4.564, -7.962, -4.727)
Cl (-3.886, -6.361, -7.073)
H (-5.333, -8.214, -6.940)
H (-6.014, -6.772, -6.153)

Charge: +1
Max |F|: 0.0572 Eh/bohr
Kohn-Sham gap: 7.90 eV
E_LUMO: -3.95 eV

***

Density functional theory data (the ωB97M-V functional and the def2-TZVPD basis) for an isolated ion of composition C3H6N3S and charge +1 at a distorted geometry.

Positions of all 13 atoms, in Å:
N (0.481, -0.267, 3.278)
C (0.471, 0.075, 2.024)
N (0.561, 0.285, 0.876)
N (0.716, 0.847, -0.226)
C (0.680, -0.039, -1.337)
C (-0.913, -0.223, -1.614)
S (-1.791, -1.064, -0.304)
H (0.610, 0.361, 4.160)
H (0.887, -1.170, 3.472)
H (1.063, -1.129, -1.217)
H (1.173, 0.601, -2.082)
H (-1.493, 0.649, -1.674)
H (-0.970, -0.984, -2.450)

Relative energy (zero: lowest compared OMol25 entry of this formula, charge and spin): 512.8 kJ/mol
Charge: +1
Structure (SMILES): [NH2+]=C=[N+]=NCC[S-]
Max |F|: 0.0608 Eh/bohr
Kohn-Sham gap (alpha / beta): 7.16 / 6.88 eV
E_LUMO (alpha / beta): -6.24 / -5.84 eV

***

Density functional theory data (the ωB97M-V functional and the def2-TZVPD basis) for one molecule with the formula C2H3ClF2O at a distorted geometry.

Positions of all 9 atoms, in Å:
F (-1.007, -1.248, -1.735)
C (-1.227, -0.179, -1.058)
F (-1.187, 0.808, -1.896)
O (0.079, 0.051, 0.004)
C (0.741, -1.078, 0.459)
Cl (-0.380, -1.841, 1.686)
H (-2.094, -0.202, -0.512)
H (1.067, -1.844, -0.397)
H (1.617, -0.792, 1.015)

Relative energy (zero: lowest compared OMol25 entry of this formula, charge and spin): 116.2 kJ/mol
Structure (SMILES): FC(F)OCCl
Max |F|: 0.0976 Eh/bohr
Kohn-Sham gap: 11.62 eV
E_LUMO: 0.93 eV

***

Density functional theory data (the ωB97M-V functional and the def2-TZVPD basis) for one molecule with the formula C8H14O2S at a distorted geometry.

Positions of all 25 atoms, in Å:
C (0.909, -1.173, -0.211)
C (2.180, -0.934, 0.505)
C (2.344, 0.576, 0.547)
C (0.003, 0.014, -0.434)
C (0.032, 0.471, -1.911)
C (-1.519, -1.015, 1.408)
C (-2.300, 0.896, -0.105)
C (-1.523, -0.372, 0.084)
O (0.611, -2.339, -0.382)
O (1.027, 2.623, -0.207)
S (0.794, 1.414, 0.624)
H (2.314, -1.393, 1.559)
H (3.040, -1.374, 0.057)
H (3.063, 0.950, 1.338)
H (2.799, 0.841, -0.368)
H (-0.948, 0.146, -2.372)
H (0.997, 0.009, -2.221)
H (0.193, 1.543, -2.011)
H (-2.554, -0.971, 1.640)
H (-0.976, -0.367, 2.188)
H (-1.249, -1.967, 1.613)
H (-1.627, 1.798, -0.242)
H (-3.036, 0.981, 0.759)
H (-2.773, 0.674, -1.143)
H (-1.802, -1.033, -0.716)

Relative energy (zero: lowest compared OMol25 entry of this formula, charge and spin): 156.4 kJ/mol
Max |F|: 0.0965 Eh/bohr
Kohn-Sham gap: 9.68 eV
E_LUMO: 0.49 eV

***

Density functional theory data (the ωB97M-V functional and the def2-TZVPD basis) for C4H4FeLiO5 as an isolated structure at a distorted geometry.

Positions of all 15 atoms, in Å:
O (2.523, 0.957, -1.115)
C (2.501, 0.279, 0.000)
C (1.775, 2.332, -0.858)
O (2.575, -0.938, 0.072)
O (2.224, 1.027, 1.056)
C (1.853, 2.359, 0.674)
H (0.875, 2.836, -1.222)
H (2.501, 2.969, -1.375)
H (0.882, 2.567, 1.136)
H (2.606, 3.060, 1.047)
O (-1.575, 1.093, -1.505)
C (-0.537, 0.524, -1.010)
O (-0.105, -0.466, -1.786)
Li (1.272, -1.593, -1.223)
Fe (-1.337, 0.063, -3.111)

Relative energy (zero: lowest compared OMol25 entry of this formula, charge and spin): 251.7 kJ/mol
Charge: +2
⟨S²⟩: 8.76
Max |F|: 0.0922 Eh/bohr
Kohn-Sham gap (alpha / beta): 7.44 / 5.81 eV
E_LUMO (alpha / beta): -10.79 / -12.42 eV
2S+1: 6

***

Density functional theory data (the ωB97M-V functional and the def2-TZVPD basis) for a 2-piece molecular cluster, C6H16 overall at a distorted geometry.

Positions of all 22 atoms, in Å:
C (-1.409, 1.727, -1.474)
C (-0.262, 1.109, -0.663)
C (0.971, 2.017, -0.726)
C (-0.695, 0.875, 0.768)
H (-1.200, 1.625, -2.545)
H (-1.580, 2.739, -1.133)
H (-2.271, 1.069, -1.423)
H (0.048, 0.194, -1.169)
H (0.750, 3.046, -0.425)
H (1.732, 1.667, -0.019)
H (1.467, 2.044, -1.698)
H (-1.272, -0.044, 0.888)
H (0.061, 0.890, 1.546)
H (-1.337, 1.696, 1.118)
C (-0.083, -2.872, 0.996)
C (1.310, -2.236, 0.696)
H (-0.503, -2.240, 1.776)
H (-0.738, -3.042, 0.148)
H (0.137, -3.838, 1.457)
H (1.794, -2.832, -0.080)
H (1.896, -2.379, 1.598)
H (1.185, -1.214, 0.365)

Relative energy (zero: lowest compared OMol25 entry of this formula, charge and spin): 42.0 kJ/mol
Structure (SMILES): CC(C)C.CC
Max |F|: 0.0360 Eh/bohr
Kohn-Sham gap: 12.36 eV
E_LUMO: 1.11 eV

***

Density functional theory data (the ωB97M-V functional and the def2-TZVPD basis) for C3H5NOS as an isolated structure at a distorted geometry.

Positions of all 11 atoms, in Å:
C (-0.996, -0.509, 0.332)
C (0.216, -0.960, 0.612)
C (-1.157, 0.923, -0.091)
N (2.201, -0.441, -0.875)
O (-0.022, 1.650, 0.049)
S (1.593, 0.147, 0.406)
H (-1.883, -1.125, 0.395)
H (0.453, -1.967, 0.913)
H (-1.525, 0.937, -1.138)
H (-1.956, 1.353, 0.543)
H (3.077, -0.008, -1.147)

Relative energy (zero: lowest compared OMol25 entry of this formula, charge and spin): 369.1 kJ/mol
Max |F|: 0.0571 Eh/bohr
Kohn-Sham gap (alpha / beta): 8.61 / 8.61 eV
E_LUMO (alpha / beta): -0.56 / -0.56 eV

***

Density functional theory data (the ωB97M-V functional and the def2-TZVPD basis) for C11H17NO2 as an isolated structure at a distorted geometry.

Positions of all 31 atoms, in Å:
C (1.202, 3.680, 2.830)
C (1.702, 2.348, 2.245)
C (3.036, 1.785, 2.116)
C (2.899, 0.608, 1.689)
C (1.568, 0.552, 1.458)
O (0.855, 1.551, 2.035)
C (0.724, -0.726, 1.294)
N (0.387, -0.522, -0.284)
H (-0.136, 0.348, -0.218)
C (-0.590, -1.611, -0.725)
C (-0.942, -1.442, -2.020)
C (-1.965, -0.174, -2.080)
H (-1.788, 0.937, -2.539)
C (-3.219, -0.818, -2.971)
H (-4.161, -0.296, -2.826)
C (-3.137, -2.211, -2.630)
H (-3.606, -2.741, -3.590)
O (-1.754, -2.417, -2.583)
H (-3.560, -2.649, -1.951)
H (-3.043, -0.545, -3.921)
H (-2.455, 0.012, -1.106)
H (-0.190, -1.112, -2.521)
H (0.108, -2.643, -0.707)
H (-1.423, -1.925, 0.161)
H (1.753, -1.724, 0.876)
H (0.017, -1.118, 1.791)
H (3.616, 0.057, 1.516)
H (4.061, 2.305, 2.428)
H (0.570, 3.641, 3.781)
H (2.027, 4.360, 3.120)
H (0.810, 4.143, 1.961)

Relative energy (zero: lowest compared OMol25 entry of this formula, charge and spin): 1157.6 kJ/mol
Max |F|: 0.2894 Eh/bohr
Kohn-Sham gap: 8.53 eV
E_LUMO: 0.81 eV